(1)
A single C4H5BF2N2O2 molecule at a distorted geometry. Source: OMol25; level of theory: ωB97M-V/def2-TZVPD.

Each line ends with the Löwdin charge.
Element x y z (Å)
O  -0.51667  -0.80713  -2.50144  0.168
O  -2.41675  -0.47154  -1.10899  0.133
C  -0.88365  1.47735  -1.26061  0.176
H  -2.47212  -1.46350  -0.94595  0.147
H  1.29537  -2.44537  0.65484  0.180
C  1.40483  -1.54005  1.42793  -0.459
C  -0.32344  2.25920  -0.42921  -0.055
B  -1.30399  0.01773  -1.72091  -0.679
H  0.51852  2.58853  1.55609  0.061
H  -0.37804  3.31075  -0.51351  0.075
C  0.51037  1.75605  0.99498  -0.008
F  2.68128  -1.10492  1.31656  0.045
N  0.52789  -0.58062  0.91590  0.099
F  1.27708  -1.85718  2.75731  0.056
H  -0.55493  -1.71447  -2.45568  0.053
N  0.63425  0.57518  1.31270  0.007

## Properties
* LUMO level (spin up / spin down): -0.829 / -1.295 eV
* Kohn-Sham gap (spin up / spin down): 8.19 / 7.40 eV

***

(2)
A 2-piece molecular cluster, C4H13O2PSi overall at a distorted geometry. Source: OMol25; level of theory: ωB97M-V/def2-TZVPD.

Each line ends with the Löwdin charge.
Element x y z (Å)
C  2.15505  2.11498  0.43525  -0.191
H  0.31641  -2.63015  1.22164  0.000
O  1.13541  2.76807  -0.27900  -0.654
H  1.77562  2.08631  1.43794  0.071
Si  -0.11909  -0.86434  -0.17124  0.378
H  -1.76403  0.84164  -0.93255  0.023
H  3.12443  2.70182  0.44366  0.088
C  -0.26468  -1.83481  1.59451  -0.090
H  0.14224  -1.47063  2.53752  0.034
H  -2.31376  -0.03935  0.58131  0.008
O  1.32111  -0.55609  -0.60695  -0.209
H  -1.15867  1.26547  0.59349  -0.012
P  0.84120  2.79817  -1.87357  0.821
H  -1.53613  -2.93698  -0.52825  0.019
H  -1.30962  -2.04761  1.78305  0.034
H  -0.21847  -2.94285  -1.65943  0.014
C  -0.95423  -2.32003  -1.20454  -0.145
H  -1.63020  -1.74929  -1.84424  0.023
C  -1.54168  0.45414  0.06702  -0.154
H  -0.38747  3.28376  -1.46626  -0.147
H  2.38657  1.07777  -0.12937  0.092

## Properties
* LUMO level (spin up / spin down): -0.516 / -3.404 eV
* Kohn-Sham gap (spin up / spin down): 9.35 / 4.03 eV

***

(3)
A single C4H6N2OS molecule at a distorted geometry. Source: OMol25; level of theory: ωB97M-V/def2-TZVPD.

Each line ends with the Löwdin charge.
Element x y z (Å)
C  0.42091  -0.87456  -0.53401  -0.202
N  -0.13325  1.34760  0.51167  0.064
N  0.51866  0.67304  -0.56463  -0.150
C  -0.23827  -1.70751  0.58129  -0.101
H  -1.27549  -0.42324  1.81702  0.073
H  -0.72141  2.00044  0.07449  0.013
C  -0.88058  -1.48648  1.71197  0.030
H  -0.21199  -2.74645  0.24182  0.104
O  0.84631  -1.55970  -1.53223  0.033
H  1.04967  0.68844  -2.30712  0.016
H  -1.16156  -2.14874  2.50744  0.060
S  0.54756  2.95999  -1.79312  0.633
H  0.54759  1.96729  0.93773  0.091
C  0.69185  1.30987  -1.65232  -0.664

## Properties
* SMILES: C=CC(=O)N(N)C=S
* LUMO level: -0.774 eV
* Kohn-Sham gap: 8.06 eV

***

(4)
A single C3H8N2S molecule at a distorted geometry. Source: OMol25; level of theory: ωB97M-V/def2-TZVPD.

Each line ends with the Löwdin charge.
Element x y z (Å)
H  3.38468  0.18565  0.79020  0.098
S  -0.71971  -0.75324  -0.09350  0.899
C  -2.85886  0.55627  -0.09229  -0.182
H  0.54325  0.83177  0.95396  0.031
H  0.88686  -0.74984  1.55882  0.066
H  2.73876  1.45974  0.02930  0.035
H  2.05631  -1.12816  -0.76188  0.116
C  0.72850  -0.12270  0.70992  -0.461
C  1.74421  -0.11851  -0.41222  -0.404
N  3.00836  0.53154  -0.13403  -0.009
N  -1.61035  0.65112  -0.04177  -0.393
H  -3.48560  1.43549  -0.09000  0.058
H  1.24901  0.26132  -1.26336  0.072
H  -3.32709  -0.41317  0.27712  0.075

## Properties
* SMILES: C=NSCCN
* LUMO level: 0.918 eV
* Kohn-Sham gap: 9.32 eV

***

(5)
Cl2HN3 as an isolated structure at a distorted geometry. Source: OMol25; level of theory: ωB97M-V/def2-TZVPD.

Each line ends with the Löwdin charge.
Element x y z (Å)
H  -0.19493  -1.33034  1.76672  0.071
Cl  -0.72878  0.62258  -2.11942  0.491
N  0.16127  -0.59910  1.18610  -0.014
N  0.45613  0.45313  -0.96905  -1.023
N  -0.04947  -0.93222  0.05302  -0.018
Cl  0.35578  1.78595  0.08264  0.494

## Properties
* LUMO level: 0.097 eV
* Kohn-Sham gap: 9.52 eV

***

(6)
C34H54B2N2O5P2Zn as an isolated structure. Source: OMol25; level of theory: ωB97M-V/def2-TZVPD.

Each line ends with the Löwdin charge.
Element x y z (Å)
N  1.91190  3.75254  -1.99026  0.137
H  -0.36957  6.62324  1.08437  0.091
B  -1.23490  2.84002  0.00090  -0.937
C  1.56957  0.00286  -2.79626  -0.089
C  -0.06643  -1.40874  6.02967  0.005
H  4.13846  0.77889  -3.46223  0.087
H  -4.03835  1.32297  1.15991  0.054
H  0.93421  -0.67962  -2.22641  0.055
H  1.21794  4.84950  1.86622  0.081
H  -4.44773  2.28551  -0.99924  0.083
C  1.12030  0.31866  4.82830  -0.220
H  -2.26335  6.20436  2.70153  0.090
C  1.31895  -3.06290  0.19325  -0.254
H  -3.41300  -1.31616  -1.31345  0.059
O  1.24971  0.75477  3.53659  0.096
C  0.30385  6.44221  -4.69676  -0.081
C  2.66686  0.60349  -1.91424  -0.695
C  1.07984  2.99286  -1.33910  -0.325
H  2.37508  1.66216  5.93903  0.118
H  -1.34692  -0.20132  -2.71482  0.050
C  0.25535  -0.76382  4.85657  -0.216
C  -1.52126  3.27991  3.23160  0.001
C  1.69621  6.41840  -4.46055  -0.084
C  1.38777  0.16909  7.16634  -0.094
H  -1.60940  5.64677  -4.13354  0.114
H  3.08150  2.18969  -3.35837  0.065
C  -3.93511  -0.38400  -1.53875  -0.097
H  0.93668  0.78016  -3.23108  0.076
H  2.52852  -1.78223  1.45130  0.063
C  2.22769  5.56137  -3.53837  -0.019
H  2.34287  7.07989  -5.02203  0.101
H  0.29678  -1.39295  8.14044  0.099
H  -2.00675  -2.28107  1.08642  0.069
C  0.52165  -0.91845  7.19454  -0.094
C  -1.78653  -3.08224  0.37971  -0.053
H  -1.29738  -1.75387  -1.24359  0.067
H  -2.66182  0.36726  -3.74965  0.089
H  3.74364  1.41798  0.91107  0.046
H  2.01781  -3.14205  -0.64656  0.117
H  -1.74767  4.02803  3.99244  0.093
H  -3.47200  -0.36229  1.24819  0.030
P  -1.95727  0.99504  -0.10195  1.069
H  -1.33064  6.27631  -0.36667  0.097
H  2.80980  -3.51425  1.65454  0.089
C  1.37735  4.69526  -2.81809  -0.214
C  -0.70927  3.88026  2.08623  -0.473
C  -0.35079  3.22579  -1.32621  -0.154
B  0.43404  -0.07229  2.74152  -0.521
C  3.47350  -0.52113  -1.26168  -0.092
H  1.82346  0.52447  8.09064  0.099
H  -0.74480  -2.25057  6.04105  0.117
H  0.80279  -4.02179  0.27978  0.117
O  -0.29903  2.84856  1.17841  -0.085
H  1.06309  3.80331  3.28771  0.084
H  -0.94353  2.48210  3.69598  0.084
C  -3.80553  2.08506  -1.85900  -0.082
H  4.32775  -0.13482  -0.70409  0.082
H  -1.50433  1.51869  -3.08610  0.066
C  3.61190  1.44517  -2.77208  -0.089
H  3.70380  2.92280  -0.06124  0.047
C  -0.53671  5.62624  -3.99311  -0.012
C  -3.15988  0.68100  1.24354  -0.243
H  -4.68260  -0.22105  -0.76254  0.075
C  -2.67749  5.56616  1.91789  -0.010
H  2.85811  -1.11266  -0.58476  0.037
H  -2.46251  2.87615  2.86526  0.075
O  -0.17333  -1.02691  3.58117  0.095
H  0.15016  5.37177  -0.04339  0.076
H  1.34888  -2.76007  2.32431  0.076
H  -0.58282  -3.36123  -1.41000  0.129
C  0.54285  4.52912  2.65930  -0.006
H  4.35905  1.96328  -2.17005  0.078
C  -0.84357  -2.57603  -0.69266  -0.268
H  -3.20911  6.20040  1.20728  0.090
C  1.70537  0.81373  5.97217  0.006
C  -0.01246  4.74540  -3.02080  -0.207
C  3.11115  2.20856  0.50934  -0.205
C  -2.98236  0.80848  -1.65916  -0.703
H  3.85804  -1.18730  -2.03831  0.095
H  -4.44540  1.96588  -2.73938  0.089
Zn  0.17402  0.16806  0.70023  0.524
H  -0.09764  7.12479  -5.43456  0.102
O  0.35666  -2.04659  -0.12208  -0.271
H  0.29109  5.39555  3.27542  0.093
P  1.79736  1.50684  -0.52889  1.049
C  -2.06257  0.60900  -2.86692  -0.091
H  3.29270  5.50754  -3.35224  0.112
H  -2.72044  -3.42489  -0.06870  0.082
C  -1.57788  4.81209  1.18237  -0.486
H  -1.35516  -3.91505  0.93638  0.078
H  -3.16822  2.95729  -2.00449  0.064
C  -0.72248  5.83093  0.42083  -0.006
H  -2.66525  0.88712  2.19038  0.027
H  2.62278  2.71720  1.34022  0.037
C  2.04200  -2.75783  1.48458  -0.059
O  -2.19144  3.90492  0.27462  0.019
H  -4.46512  -0.51894  -2.48549  0.087
N  -0.86078  4.03185  -2.22768  0.183
H  -3.39555  4.88005  2.36143  0.081
H  2.02377  -0.55641  -3.61848  0.093

## Properties
* LUMO level: 0.066 eV
* Kohn-Sham gap: 7.84 eV

***

no.,electronic energy (eV)
1,-17412.0931
2,-25616.6081
3,-20104.9347
4,-17054.1807
5,-29526.7324
6,-117706.4547